[1]
Computed, not measured: C32H44BrN3P2STc as an isolated structure, with wB97M-V/def2-TZVPD.

- net charge = +4
- <S²> = 3.96
- E_HOMO (alpha / beta) (eV) = -17.64 / -17.59
- LUMO level (alpha / beta) (eV) = -13.684 / -14.635
- multiplicity = 4

Element x y z (Å)
C 2.4058 0.1367 -9.0356
C 3.0263 0.8060 -7.9665
C 4.1891 1.5537 -8.2442
C 4.6910 1.5845 -9.5540
N 4.0758 0.9301 -10.5354
C 2.9720 0.2199 -10.3182
C 2.5168 0.7030 -6.6092
C 2.2724 0.6158 -5.4199
C 2.1230 0.4316 -4.0519
C 0.7938 0.4311 -3.6399
C 0.5494 0.2767 -2.2791
C 1.7333 0.1467 -1.3794
C 3.0245 0.0182 -1.8518
C 3.2307 0.2332 -3.2150
Tc 0.1183 0.3002 -0.3710
P -0.5184 2.4150 -0.1224
H 4.7015 2.0895 -7.4473
H 1.5053 -0.4497 -8.8699
H 5.6020 2.1515 -9.7844
H 2.5086 -0.3043 -11.1644
H 4.2384 0.2354 -3.6481
H -0.0306 0.5371 -4.3497
H 3.8492 -0.2624 -1.2005
H -0.6073 0.1169 -2.0980
C -0.8679 2.8051 1.6456
C -0.8476 4.2721 2.0679
H -0.1249 2.2266 2.2163
H -1.8462 2.3528 1.8681
H -1.1781 4.3424 3.1116
H 0.1593 4.7005 2.0269
H -1.5232 4.8979 1.4747
C 0.6857 3.6427 -0.7360
C 0.2780 4.3974 -1.9951
H 1.6042 3.0641 -0.9274
H 0.9187 4.3331 0.0875
H 1.1270 4.9991 -2.3401
H 0.0078 3.7197 -2.8121
H -0.5569 5.0825 -1.8114
C -2.1159 2.6180 -0.9988
C -2.9990 3.7736 -0.5367
H -2.6429 1.6579 -0.8674
H -1.8820 2.7019 -2.0706
H -3.8993 3.8105 -1.1618
H -3.3299 3.6467 0.4992
H -2.5032 4.7464 -0.6305
Br 1.7966 0.2212 1.5200
P 5.0743 2.2569 1.0688
C 3.6191 3.3447 1.1032
C 3.8906 4.4811 2.0909
H 2.7494 2.7299 1.3843
H 3.4778 3.7340 0.0875
H 3.2869 5.3635 1.8553
H 3.6646 4.1754 3.1196
H 4.9471 4.7785 2.0575
C 4.6736 0.7381 1.9562
C 5.8553 0.0532 2.6157
H 4.2044 0.0556 1.2342
H 3.9589 1.0204 2.7417
H 5.5020 -0.7357 3.2928
H 6.5017 -0.4038 1.8601
H 6.4210 0.7891 3.1942
C 5.3618 1.8653 -0.6890
C 6.5814 2.5989 -1.2535
H 4.4462 2.1480 -1.2229
H 5.5124 0.7808 -0.7602
H 6.8871 2.1407 -2.2004
H 6.3622 3.6548 -1.4503
H 7.4270 2.5516 -0.5590
N 2.6334 -2.3159 -0.1555
C 1.3792 -2.7690 -0.2270
N 0.2789 -2.0155 -0.1674
C -0.8773 -2.7747 -0.0453
C -2.1634 -2.2707 0.1888
C -3.1990 -3.1899 0.3803
C -2.9648 -4.5705 0.3504
C -1.6687 -5.0670 0.1302
C -0.6283 -4.1684 -0.0760
S 1.0852 -4.5068 -0.3242
H 3.4093 -2.9626 -0.2409
H 2.7447 -1.4037 0.3123
H -2.3143 -1.1875 0.2238
H -4.2043 -2.8205 0.5578
H -3.7902 -5.2688 0.5032
H -1.4461 -6.1276 0.1211

***

[2]
Computed, not measured: C32H44BrN3P2SV as an isolated structure, with wB97M-V/def2-TZVPD.

- ΔE to the lowest compared entry with this formula, charge and spin (kJ/mol) = 0.0
- net charge = +4
- <S²> = 1.11
- E_HOMO (alpha / beta) (eV) = -19.13 / -19.16
- LUMO level (alpha / beta) (eV) = -15.233 / -14.947
- multiplicity = 2

Element x y z (Å)
C 2.5272 4.2507 -1.0756
C 1.4844 3.5451 -1.7337
C 1.5443 3.4751 -3.1505
C 2.5054 4.2374 -3.8319
N 3.4116 4.9642 -3.1798
C 3.4387 4.9853 -1.8482
C 0.4074 2.9365 -1.0219
C -0.4190 2.2602 -0.3865
C -1.7322 2.0965 0.2034
C -2.1344 0.8977 0.8500
C -3.4374 0.7169 1.3423
C -4.3554 1.6829 1.0383
C -4.0148 2.9244 0.4975
C -2.6964 3.1482 0.0944
V -0.5264 -0.5526 0.3207
P 1.7215 -0.6702 -0.4925
H 0.8573 2.8507 -3.7197
H 2.6266 4.2539 0.0074
H 2.5320 4.2576 -4.9284
H 4.2039 5.6107 -1.3759
H -2.3687 4.1211 -0.3280
H -1.6438 -0.0150 1.3260
H -4.7920 3.6966 0.4167
H -3.7531 -0.1924 1.8400
C 2.4848 -2.3338 -0.2948
C 3.7730 -2.5990 -1.0639
H 1.7093 -3.0614 -0.5897
H 2.6439 -2.4525 0.7885
H 4.1157 -3.6128 -0.8314
H 3.6409 -2.5627 -2.1506
H 4.5896 -1.9244 -0.7849
C 1.9255 -0.2452 -2.2601
C 3.2939 0.2883 -2.6683
H 1.1400 0.4938 -2.4836
H 1.6835 -1.1633 -2.8186
H 3.3209 0.3919 -3.7596
H 3.4963 1.2848 -2.2574
H 4.1188 -0.3832 -2.3989
C 2.7235 0.5354 0.4607
C 4.2274 0.2675 0.5333
H 2.3055 0.5635 1.4807
H 2.5020 1.5162 0.0118
H 4.7017 1.0675 1.1146
H 4.4615 -0.6738 1.0440
H 4.7200 0.2684 -0.4463
Br -6.2107 1.1871 1.3342
P -1.7723 -1.6577 -1.6540
C -0.7044 -2.6267 -2.8100
C -1.2723 -3.9100 -3.3902
H 0.2187 -2.8444 -2.2434
H -0.4212 -1.9375 -3.6208
H -0.4913 -4.3906 -3.9893
H -1.5597 -4.6298 -2.6177
H -2.1238 -3.7429 -4.0601
C -2.9408 -2.7717 -0.7706
C -4.1732 -3.2730 -1.5050
H -3.2610 -2.2099 0.1225
H -2.3429 -3.6167 -0.3956
H -4.7348 -3.9369 -0.8387
H -4.8561 -2.4618 -1.7740
H -3.9417 -3.8543 -2.4026
C -2.7211 -0.4903 -2.7275
C -3.2262 -1.0116 -4.0714
H -2.0317 0.3564 -2.8901
H -3.5489 -0.0963 -2.1163
H -3.8133 -0.2215 -4.5534
H -2.4095 -1.2536 -4.7614
H -3.8803 -1.8876 -3.9797
N -0.3656 -3.3361 2.0380
C -0.2962 -2.2561 2.8576
N -0.1600 -1.0049 2.4080
C -0.0555 -0.0814 3.4809
C 0.0644 1.3060 3.3723
C -0.0509 2.0835 4.5325
C -0.2471 1.4677 5.7814
C -0.3110 0.0707 5.8884
C -0.2296 -0.6992 4.7389
S -0.3858 -2.4634 4.5822
H -0.3677 -4.2434 2.4766
H -0.2057 -3.2405 1.0288
H 0.2278 1.7522 2.3863
H 0.0179 3.1705 4.4603
H -0.3430 2.0878 6.6744
H -0.4231 -0.4295 6.8520

***

[3]
Computed, not measured: C32H44ClN3O6PSTi as an isolated structure, with wB97M-V/def2-TZVPD.

- ΔE to the lowest compared entry with this formula, charge and spin (kJ/mol) = 0.0
- net charge = -1
- <S²> = 2.01
- E_HOMO (alpha / beta) (eV) = -3.01 / -4.28
- LUMO level (alpha / beta) (eV) = 2.387 / 2.387
- multiplicity = 3

Element x y z (Å)
Ti -0.3445 0.5851 -0.3274
C -4.6916 0.7315 -0.8436
C -3.9617 1.9848 -0.4459
C -3.7308 3.0114 -1.3543
C -3.0269 4.1549 -0.9895
C -2.7808 5.2530 -1.9938
C -2.5531 4.2656 0.3128
C -2.7698 3.2549 1.2457
C -2.2512 3.3739 2.6540
C -3.4746 2.1243 0.8507
H -5.7173 0.7467 -0.4634
H -4.1852 -0.1448 -0.4319
H -4.7266 0.6158 -1.9281
H -4.0677 2.8956 -2.3814
H -3.6279 5.9437 -2.0335
H -2.6443 4.8425 -2.9966
H -1.8927 5.8324 -1.7342
H -1.9779 5.1424 0.6002
H -3.0027 3.8248 3.3084
H -1.3532 3.9933 2.6928
H -2.0002 2.3902 3.0543
H -3.6010 1.3038 1.5504
Cl 6.4732 1.9735 -0.4867
C 4.7891 2.0361 0.0012
C 3.9678 3.0463 -0.4740
C 2.6382 3.0826 -0.0942
C 2.0595 2.1206 0.7621
C 0.6445 2.1154 1.0724
C 2.9386 1.1181 1.2281
C 4.2734 1.0673 0.8536
H 4.3705 3.8009 -1.1390
H 2.0091 3.8814 -0.4758
H 0.1794 3.1010 0.9869
H 0.4325 1.6688 2.0455
H 2.5424 0.3391 1.8679
H 4.9172 0.2803 1.2260
C -2.0092 -0.8238 4.1282
C -1.8221 -2.2245 3.5612
C -3.0819 -2.7095 2.8537
C -1.4131 -3.2002 4.6540
O -0.6961 -2.2149 2.6540
P -0.7184 -1.6109 1.1797
O 0.6912 -1.2605 0.7772
O -1.6792 -0.4530 1.0515
O -1.3347 -2.7625 0.2596
C -0.6185 -3.8508 -0.3689
C 0.1750 -3.3112 -1.5534
C 0.2871 -4.5490 0.6376
C -1.7177 -4.7827 -0.8545
H -2.8112 -0.8270 4.8712
H -2.2615 -0.1272 3.3275
H -1.0862 -0.4889 4.6072
H -3.9009 -2.7668 3.5755
H -2.9190 -3.7010 2.4238
H -3.3651 -2.0266 2.0505
H -2.1948 -3.2586 5.4163
H -0.4835 -2.8721 5.1240
H -1.2564 -4.1957 4.2320
H 0.9902 -2.6767 -1.2035
H -0.4824 -2.7329 -2.2067
H 0.5933 -4.1412 -2.1274
H 1.0489 -3.8615 1.0133
H 0.7836 -5.3924 0.1528
H -0.2963 -4.9215 1.4843
H -2.3795 -4.2477 -1.5383
H -2.3066 -5.1471 -0.0080
H -1.2826 -5.6378 -1.3774
O 6.0183 -2.2629 -0.2151
C 6.0020 -1.7938 -1.5474
N 4.7497 -1.1054 -1.6992
C 4.3819 -0.6224 -2.9062
O 4.9988 -0.8740 -3.9278
C 3.1528 0.2338 -2.9160
C 2.9912 1.1594 -3.9340
C 1.8836 1.9815 -3.9167
C 0.9688 1.8501 -2.8844
N 1.1102 0.9585 -1.9114
C 2.1796 0.1630 -1.9364
H 6.8971 -2.6017 -0.0228
H 6.0517 -2.6098 -2.2683
H 6.8344 -1.1097 -1.7322
H 4.3777 -0.6838 -0.8560
H 3.7389 1.2108 -4.7164
H 1.7214 2.7172 -4.6930
H 0.0787 2.4653 -2.8280
H 2.2306 -0.5631 -1.1317
S -2.8318 -1.4993 -3.7227
C -2.1656 -0.3925 -2.7329
N -1.6760 0.3980 -2.0182

***

[4]
Computed, not measured: a 12-piece molecular cluster, C32H44F4N8O16 overall, with wB97M-V/def2-TZVPD.

- ΔE to the lowest compared entry with this formula, charge and spin (kJ/mol) = 0.0
- net charge = -1
- <S²> = 0.75
- E_HOMO (alpha / beta) (eV) = -1.67 / -5.03
- LUMO level (alpha / beta) (eV) = 1.774 / 1.774
- multiplicity = 2

Element x y z (Å)
C 2.3311 -4.1142 -0.4690
N 2.9203 -5.2162 0.3222
O 4.1570 -5.1694 0.5120
O 2.1956 -6.0314 0.8561
H 2.6375 -3.1771 -0.0040
H 1.2425 -4.1151 -0.4146
H 2.7787 -4.3850 -1.4253
C -0.7526 -3.9581 -3.3564
N -0.5818 -4.7812 -2.1041
O -1.3332 -4.5658 -1.1662
O 0.2656 -5.6608 -2.2090
H -1.7422 -3.5061 -3.2899
H -0.8339 -4.7504 -4.1006
H 0.1000 -3.2983 -3.5166
C -0.2225 1.2963 3.2328
N 0.0242 2.4146 4.1600
O -0.8339 3.2457 4.2790
O 1.0825 2.4645 4.7279
H -0.8959 1.7272 2.4918
H -0.6913 0.4838 3.7881
H 0.7145 0.9760 2.7772
C -4.3786 -0.2648 1.9008
N -5.5094 -1.0899 1.6471
O -6.3008 -0.6176 0.7889
O -5.5967 -2.1834 2.2627
H -4.2752 0.3944 1.0389
H -3.5339 -0.8978 2.1724
H -4.6601 0.2648 2.8110
C 3.1242 1.2452 -2.5755
N 3.4501 -0.0948 -2.1703
O 4.5094 -0.2836 -1.5788
O 2.6548 -0.9668 -2.3903
H 2.0392 1.3011 -2.6635
H 3.6613 1.6290 -3.4429
H 3.3490 1.8467 -1.6947
C -0.1679 0.1629 -5.8784
N -0.8626 -0.7782 -4.9545
O -0.6554 -0.6205 -3.7555
O -1.7081 -1.6033 -5.4586
H 0.8837 0.2494 -5.6050
H -0.7816 1.0630 -5.8425
H -0.1180 -0.3789 -6.8228
C -3.2274 -4.5746 1.4380
N -3.4477 -4.2919 2.9265
O -4.2300 -5.0353 3.5085
O -2.9686 -3.2821 3.4250
H -2.9793 -5.6335 1.3653
H -2.4164 -3.9752 1.0244
H -4.0906 -4.4027 0.7950
C 0.1064 -0.4808 -0.5842
N -1.3291 -0.7112 -0.4923
O -1.9588 0.2561 -0.3864
O -1.7739 -1.8619 -0.5562
H 0.2928 0.2401 0.2119
H 0.4254 -0.0060 -1.5121
H 0.5867 -1.4437 -0.4108
F -0.8750 5.2935 -4.9157
C -1.5289 4.1377 -4.6291
C -2.4768 3.7181 -5.5273
C -3.2333 2.6116 -5.3197
C -3.0048 1.8317 -4.1825
C -2.0465 2.2726 -3.2241
C -1.3319 3.4488 -3.4703
H -2.5849 4.2364 -6.4686
H -3.9745 2.2981 -6.0399
H -3.5685 0.9416 -3.9450
H -1.8980 1.6084 -2.3856
H -0.5742 3.7707 -2.7714
F 0.1325 3.0292 0.7743
C -0.8337 3.9995 0.6916
C -2.1946 3.7054 0.4691
C -3.0990 4.7678 0.5198
C -2.6550 6.0287 0.7024
C -1.2590 6.3357 0.9616
C -0.3658 5.2933 0.8668
H -2.3921 2.7301 0.0493
H -4.0928 4.5617 0.1507
H -3.4170 6.7940 0.6926
H -0.8704 7.3080 1.2259
H 0.6627 5.3997 1.1787
F 2.5357 1.4852 1.2818
C 3.6426 1.8091 1.9394
C 4.8073 1.0604 1.8813
C 5.8472 1.4966 2.6887
C 5.8441 2.6742 3.4308
C 4.6702 3.4193 3.5113
C 3.5590 2.9383 2.7546
H 4.7561 0.1359 1.3255
H 6.7254 0.8680 2.6986
H 6.7665 2.9961 3.8912
H 4.5573 4.2579 4.1825
H 2.6178 3.4587 2.8535
F -0.4893 -1.8153 2.1987
C 0.5837 -2.4182 2.6916
C 0.4605 -3.6057 3.3800
C 1.6008 -4.1460 3.9432
C 2.8421 -3.6121 3.7291
C 3.0335 -2.4308 3.0243
C 1.8931 -1.8151 2.4809
H -0.5290 -4.0152 3.5200
H 1.5615 -4.9818 4.6261
H 3.6734 -4.1038 4.2125
H 3.9626 -1.9118 2.8407
H 1.8843 -0.9194 1.8776

***

[5]
Computed, not measured: a 7-piece molecular cluster, C32H44N6O2 overall, with wB97M-V/def2-TZVPD.

- SMILES = C=CCOC(=O)[C@@H](C)CC.c1cc[nH]c1.c1cc[nH]c1.c1cc[nH]c1.c1cc[nH]c1.c1cc[nH]c1.c1cc[nH]c1
- E_HOMO (eV) = -7.97
- LUMO level (eV) = -1.502

Element x y z (Å)
C -1.7863 0.7015 3.9770
C -0.7561 0.6797 2.9505
C -1.0153 -0.2039 1.6351
O -0.3968 0.3981 0.4678
C -0.4905 -0.4996 -0.6560
O -1.5983 -0.5057 -1.2433
C 0.7122 -1.4220 -1.1430
C 0.7158 -1.4702 -2.7757
C 2.0856 -0.6978 -0.7065
C 2.8618 -1.4618 0.4899
H -2.5587 1.5481 4.0113
H -1.8298 -0.0857 4.8164
H 0.2253 1.2645 3.0705
H -0.5762 -1.2528 1.7507
H -2.1508 -0.2266 1.4848
H 0.6463 -2.4522 -0.6667
H 1.6561 -2.0129 -3.1556
H -0.2343 -1.9122 -3.2131
H 0.8155 -0.3633 -3.1075
H 2.7907 -0.7693 -1.6175
H 1.9369 0.4134 -0.5158
H 2.2029 -1.6274 1.4104
H 3.7690 -0.7932 0.7297
H 3.2082 -2.4705 0.0717
N 2.0795 -3.3158 -6.0784
C 1.4174 -4.3648 -6.6592
C 0.2529 -3.8813 -7.2029
C 0.2134 -2.4880 -6.9459
C 1.3545 -2.1672 -6.2531
H 2.9618 -3.3791 -5.5987
H 1.8303 -5.3617 -6.6340
H -0.4878 -4.4651 -7.7285
H -0.5636 -1.7967 -7.2363
H 1.7122 -1.2234 -5.8694
N -0.3860 4.2235 3.5003
C -0.2081 5.5174 3.9111
C 0.5062 6.1757 2.9402
C 0.7638 5.2459 1.9022
C 0.1989 4.0505 2.2742
H -0.8727 3.5096 4.0191
H -0.6025 5.8565 4.8566
H 0.8085 7.2118 2.9727
H 1.3021 5.4310 0.9845
H 0.1634 3.0948 1.7750
N 5.9926 -3.5873 -1.4898
C 6.5770 -4.7226 -0.9943
C 7.3880 -4.3588 0.0524
C 7.2849 -2.9527 0.1976
C 6.4151 -2.5046 -0.7654
H 5.3519 -3.5540 -2.2650
H 6.3670 -5.6878 -1.4290
H 7.9880 -5.0301 0.6483
H 7.7907 -2.3372 0.9265
H 6.0620 -1.5115 -0.9983
N 2.0492 2.2789 -3.4061
C 3.2828 2.8262 -3.1703
C 3.8446 3.1456 -4.3818
C 2.9146 2.7834 -5.3868
C 1.8159 2.2541 -4.7561
H 1.4134 1.9459 -2.6999
H 3.6536 2.9393 -2.1630
H 4.8169 3.5918 -4.5282
H 3.0353 2.8977 -6.4538
H 0.8906 1.8616 -5.1500
N -4.8099 2.0097 1.4274
C -5.5412 1.5418 2.4870
C -6.3492 2.5613 2.9273
C -6.1003 3.6842 2.0993
C -5.1483 3.3133 1.1814
H -4.1295 1.4776 0.9091
H -5.4224 0.5269 2.8357
H -7.0432 2.5048 3.7528
H -6.5666 4.6559 2.1669
H -4.6832 3.8632 0.3777
N -6.3910 -1.0010 6.3682
C -7.0163 -2.2151 6.4673
C -6.4970 -3.0392 5.4994
C -5.5179 -2.2966 4.7937
C -5.4726 -1.0436 5.3538
H -6.5771 -0.2016 6.9509
H -7.7756 -2.3867 7.2147
H -6.7885 -4.0633 5.3199
H -4.9129 -2.6410 3.9680
H -4.8686 -0.1805 5.1181

***

Number 1: E_tot -139975.9634 eV, maximum force 0.137 Eh/bohr, molecular weight 742.6 g/mol. Number 2: E_tot -163465.4819 eV, maximum force 0.045 Eh/bohr, molecular weight 695.6 g/mol. Number 3: E_tot -106424.4327 eV, maximum force 0.012 Eh/bohr, molecular weight 713.1 g/mol. Number 4: E_tot -89425.1688 eV, maximum force 0.102 Eh/bohr, molecular weight 872.7 g/mol. Number 5: E_tot -46925.1234 eV, maximum force 0.085 Eh/bohr, molecular weight 544.7 g/mol.